[1]
{"formula": "C45H131N13O24", "method": "ωB97M-V/def2-TZVPD", "symbols": ["C", "O", "N", "N", "H", "H", "H", "H", "C", "O", "N", "N", "H", "H", "H", "H", "C", "O", "N", "N", "H", "H", "H", "H", "C", "O", "C", "C", "N", "C", "C", "O", "C", "H", "H", "H", "H", "H", "H", "H", "H", "H", "H", "H", "H", "H", "H", "H", "C", "O", "C", "C", "N", "C", "C", "O", "C", "H", "H", "H", "H", "H", "H", "H", "H", "H", "H", "H", "H", "H", "H", "H", "C", "O", "C", "C", "N", "C", "C", "O", "C", "H", "H", "H", "H", "H", "H", "H", "H", "H", "H", "H", "H", "H", "H", "H", "C", "O", "C", "C", "N", "C", "C", "O", "C", "H", "H", "H", "H", "H", "H", "H", "H", "H", "H", "H", "H", "H", "H", "H", "C", "O", "C", "C", "N", "C", "C", "O", "C", "H", "H", "H", "H", "H", "H", "H", "H", "H", "H", "H", "H", "H", "H", "H", "C", "O", "C", "C", "N", "C", "C", "O", "C", "H", "H", "H", "H", "H", "H", "H", "H", "H", "H", "H", "H", "H", "H", "H", "C", "O", "C", "C", "N", "C", "C", "O", "C", "H", "H", "H", "H", "H", "H", "H", "H", "H", "H", "H", "H", "H", "H", "H", "O", "H", "H", "O", "H", "H", "O", "H", "H", "O", "H", "H", "O", "H", "H", "O", "H", "H", "O", "H", "H"], "coordinates": [[0.694, 0.353, -0.028], [1.146, 0.661, -1.066], [0.791, 0.980, 1.088], [-0.050, -0.728, 0.140], [1.201, 1.898, 0.993], [0.176, 0.580, 1.782], [-0.300, -1.131, -0.751], [-0.369, -1.105, 1.021], [-0.858, -3.259, 2.512], [-0.565, -2.086, 2.266], [-2.084, -3.746, 2.475], [-0.073, -4.117, 3.098], [-2.204, -4.742, 2.588], [-2.740, -3.172, 1.965], [0.933, -4.059, 3.174], [-0.464, -5.047, 3.148], [-2.179, -0.968, 5.328], [-1.639, -1.774, 6.097], [-1.557, -0.348, 4.480], [-3.490, -0.561, 5.391], [-2.035, 0.286, 3.856], [-0.552, -0.350, 4.377], [-4.218, -1.091, 5.847], [-3.828, 0.123, 4.729], [4.665, -1.627, 0.830], [4.731, -0.339, 1.436], [4.427, -0.317, 2.797], [3.016, -0.525, 3.240], [2.679, -1.899, 3.526], [2.462, -2.183, 4.997], [3.759, -2.353, 5.822], [3.348, -2.343, 7.185], [4.324, -1.834, 8.094], [5.220, -2.442, 1.296], [5.055, -1.444, -0.171], [3.619, -1.922, 0.749], [4.685, 0.728, 2.967], [5.077, -0.932, 3.419], [2.468, -0.129, 2.385], [2.706, 0.019, 4.132], [2.096, -2.304, 2.808], [1.783, -3.025, 5.137], [1.877, -1.373, 5.431], [4.553, -1.611, 5.744], [4.199, -3.333, 5.636], [5.200, -2.477, 8.176], [3.932, -1.951, 9.104], [4.486, -0.762, 7.982], [-4.243, -2.874, -2.164], [-5.307, -2.160, -1.515], [-6.245, -1.720, -2.540], [-7.117, -0.500, -2.162], [-8.385, -0.981, -1.612], [-8.339, -1.976, -0.549], [-7.812, -1.443, 0.838], [-8.741, -0.725, 1.618], [-8.301, 0.025, 2.684], [-4.589, -3.376, -3.067], [-3.748, -3.547, -1.464], [-3.499, -2.145, -2.486], [-6.921, -2.556, -2.723], [-5.718, -1.474, -3.462], [-7.423, 0.056, -3.049], [-6.590, 0.214, -1.530], [-8.915, -0.180, -1.297], [-7.975, -2.915, -0.965], [-9.320, -2.297, -0.200], [-6.892, -0.876, 0.696], [-7.546, -2.366, 1.354], [-9.131, 0.639, 3.033], [-7.489, 0.656, 2.323], [-8.016, -0.742, 3.404], [-3.041, 2.335, 2.772], [-3.483, 2.250, 4.108], [-3.008, 3.179, 5.129], [-3.285, 2.753, 6.644], [-4.623, 3.211, 7.119], [-5.055, 2.893, 8.480], [-4.091, 3.233, 9.664], [-3.046, 2.307, 9.796], [-2.161, 2.538, 10.801], [-3.468, 1.576, 2.116], [-1.992, 2.057, 2.876], [-3.108, 3.340, 2.357], [-3.337, 4.207, 4.980], [-1.993, 3.153, 4.734], [-2.455, 3.117, 7.248], [-3.267, 1.668, 6.742], [-4.780, 4.195, 6.955], [-5.276, 1.828, 8.402], [-6.054, 3.297, 8.646], [-4.696, 3.193, 10.570], [-3.644, 4.204, 9.452], [-1.825, 3.574, 10.756], [-1.201, 2.029, 10.885], [-2.689, 2.431, 11.749], [-1.032, 9.578, 0.315], [-1.374, 8.197, 0.183], [-0.439, 7.174, 0.686], [-1.109, 5.809, 0.604], [-1.194, 5.220, -0.758], [0.010, 4.703, -1.465], [-0.382, 4.073, -2.795], [-1.041, 2.872, -2.654], [-1.250, 2.052, -3.840], [-1.863, 10.081, -0.180], [-0.038, 9.788, -0.079], [-1.020, 9.873, 1.365], [-0.274, 7.404, 1.739], [0.514, 7.285, 0.170], [-2.092, 6.092, 0.981], [-0.743, 5.156, 1.396], [-1.979, 4.712, -1.139], [0.499, 3.959, -0.836], [0.596, 5.581, -1.735], [0.540, 3.819, -3.319], [-1.042, 4.747, -3.340], [-1.645, 2.481, -4.761], [-1.859, 1.181, -3.601], [-0.220, 1.727, -3.987], [1.174, 5.300, -6.424], [1.782, 4.238, -5.729], [3.170, 4.162, -5.752], [3.651, 2.653, -5.331], [3.714, 2.613, -3.853], [5.061, 2.480, -3.250], [5.039, 2.427, -1.734], [4.715, 3.546, -1.014], [4.183, 3.305, 0.324], [1.311, 5.402, -7.501], [1.345, 6.291, -6.003], [0.122, 5.117, -6.205], [3.628, 4.827, -5.020], [3.535, 4.443, -6.740], [4.633, 2.399, -5.728], [3.029, 1.830, -5.683], [3.168, 3.335, -3.406], [5.625, 3.360, -3.559], [5.480, 1.605, -3.746], [6.053, 2.182, -1.418], [4.409, 1.572, -1.491], [4.597, 2.446, 0.853], [3.152, 2.954, 0.275], [4.353, 4.184, 0.945], [-0.140, -2.607, -2.592], [-0.862, -2.022, -3.729], [-0.339, -2.493, -4.975], [-1.056, -1.840, -6.232], [-2.508, -1.781, -6.108], [-3.058, -0.920, -7.146], [-4.609, -0.893, -7.249], [-5.141, -0.326, -6.091], [-4.729, 0.882, -5.596], [0.209, -3.629, -2.742], [-0.722, -2.753, -1.682], [0.753, -2.035, -2.339], [-0.437, -3.579, -4.984], [0.741, -2.377, -5.065], [-0.700, -2.473, -7.045], [-0.696, -0.926, -6.704], [-2.592, -1.291, -5.229], [-2.593, -1.240, -8.079], [-2.749, 0.125, -7.101], [-4.998, -1.908, -7.328], [-4.875, -0.368, -8.166], [-5.088, 1.070, -4.585], [-4.709, 1.738, -6.271], [-3.648, 0.804, -5.479], [3.149, -4.167, -2.709], [4.263, -4.594, -3.456], [5.551, -3.964, -3.151], [6.763, -4.534, -4.033], [7.151, -5.839, -3.373], [7.993, -6.595, -4.266], [8.658, -7.894, -3.816], [9.843, -7.452, -3.101], [10.346, -8.387, -2.147], [3.227, -4.415, -1.650], [2.336, -4.746, -3.146], [2.852, -3.127, -2.835], [5.582, -4.203, -2.088], [5.371, -2.891, -3.218], [7.514, -3.752, -4.152], [6.430, -4.660, -5.063], [7.833, -5.448, -2.739], [8.728, -5.962, -4.763], [7.328, -6.828, -5.097], [8.992, -8.488, -4.667], [7.911, -8.326, -3.150], [10.632, -9.256, -2.739], [9.548, -8.615, -1.440], [11.270, -8.012, -1.707], [2.967, 2.472, 4.499], [2.834, 2.514, 5.446], [3.225, 3.360, 4.253], [2.159, 0.063, -4.303], [2.736, 0.783, -4.048], [1.490, 0.039, -3.619], [1.255, -4.646, -0.222], [0.468, -5.167, -0.061], [1.234, -3.965, 0.450], [-2.244, 1.688, -0.348], [-1.515, 1.910, -0.928], [-1.941, 0.918, 0.133], [4.076, -4.818, 0.684], [3.596, -5.641, 0.772], [3.494, -4.253, 0.176], [-3.545, -1.123, 0.433], [-4.239, -1.658, 0.048], [-3.786, -0.223, 0.214], [-4.264, 3.016, -1.059], [-3.982, 3.440, -1.870], [-3.494, 2.531, -0.762]], "atomic_forces_ev_per_a": [[-1.577, -2.563, 0.494], [2.213, 1.897, -4.594], [0.949, 2.820, 3.199], [-1.441, -2.086, -1.925], [-0.285, -0.011, 1.045], [0.499, 1.260, 0.627], [-0.156, -0.355, 0.581], [-0.144, -0.255, -0.223], [-0.149, 2.683, 0.868], [0.159, -0.633, 0.046], [-2.440, -0.024, -1.302], [2.865, -2.974, 0.880], [-0.576, 0.461, -0.196], [-0.333, -0.292, 0.104], [-0.258, 0.363, -0.022], [0.677, 0.038, 0.403], [-3.491, -4.208, 6.540], [-0.683, -0.218, -0.035], [5.108, 5.486, -7.300], [-1.536, -0.331, 0.301], [0.131, -0.123, 0.161], [-0.274, -0.557, 0.313], [0.616, -0.137, 0.054], [0.084, 0.044, 0.157], [-0.275, 0.775, -0.707], [0.002, -1.516, -0.505], [1.166, 1.860, 1.317], [-0.752, -0.436, -0.720], [0.429, -0.938, 1.217], [0.004, 0.602, -1.741], [-0.544, -0.555, 0.607], [0.191, 0.364, 0.706], [-1.022, -0.806, 0.630], [0.157, 0.271, 0.428], [-0.052, -0.337, -0.097], [-0.191, -0.240, -0.078], [-0.039, 0.163, 0.843], [0.409, -0.324, -0.244], [-0.662, -0.081, 0.146], [0.587, 0.681, -0.181], [-0.323, -0.095, 0.741], [0.391, -0.374, -0.064], [0.125, 0.385, 0.182], [-0.247, 0.363, -0.808], [0.199, -0.088, -0.388], [0.541, 0.337, -0.747], [-0.571, 0.084, -0.041], [0.489, -0.054, -0.443], [0.141, 0.812, 0.010], [-0.401, -0.020, -0.873], [-0.114, 0.707, 0.325], [-0.126, -1.116, 0.275], [-0.639, -0.086, 0.349], [-0.903, 1.394, 1.381], [1.236, -1.245, -0.379], [-2.018, -0.698, -2.958], [0.576, -0.512, -0.120], [-0.076, -0.369, 0.216], [-0.307, -0.135, 0.017], [0.223, 0.043, -0.119], [0.007, -0.033, -0.325], [0.288, -0.117, 0.013], [0.410, -0.119, -0.286], [0.347, -0.075, 0.275], [-0.233, 0.004, 0.022], [0.983, 0.190, 0.627], [-0.751, 0.344, -0.746], [0.169, 0.276, 0.038], [0.307, -0.140, 0.528], [0.101, -0.110, 0.082], [0.374, 0.216, 0.609], [0.541, 0.699, 0.898], [1.425, 0.487, 1.128], [-3.118, -0.691, 1.162], [0.527, -0.994, -0.875], [-0.595, 0.074, -1.185], [0.379, 0.616, -0.444], [0.956, -1.161, -0.438], [-0.657, -0.477, -0.785], [-0.177, -1.886, -2.360], [0.303, 1.929, 1.925], [-0.636, 0.195, 0.386], [0.777, 0.305, -0.787], [-0.189, -0.060, -0.216], [-0.571, 0.034, -0.229], [1.067, 0.582, 1.641], [0.132, 0.276, 0.010], [0.042, -0.044, -0.164], [0.349, 0.131, -0.228], [0.351, -0.380, 0.769], [0.222, 0.581, 0.043], [-0.017, 0.516, 0.330], [-0.199, 0.491, 0.367], [-0.010, 0.589, 0.123], [-0.500, -1.021, -0.899], [0.159, -0.080, 0.506], [-0.149, -1.361, 0.438], [0.518, -1.042, 0.064], [-0.594, 1.578, -0.324], [-0.845, 0.125, -1.258], [0.866, 0.196, -0.330], [-1.719, 0.650, 0.627], [0.817, 0.214, -0.266], [-2.739, -1.631, 0.652], [1.801, -0.054, 1.022], [0.454, 0.299, -0.144], [-0.070, 0.204, -0.432], [-0.052, 0.072, 0.268], [0.168, -0.093, 0.268], [0.106, -0.193, -0.205], [-0.495, -0.465, -0.464], [0.634, -0.363, -0.129], [-0.517, 0.309, 1.259], [0.682, 0.018, -0.104], [0.712, -0.292, 0.220], [0.275, 0.672, -0.494], [0.324, 0.468, -0.349], [-0.065, 0.824, 0.301], [-0.005, 0.222, 0.449], [-0.089, -0.516, -0.926], [-1.186, 0.282, 0.882], [-0.252, -0.215, -0.134], [1.158, -2.152, -0.316], [-0.315, 2.085, 0.728], [-0.035, -1.176, 0.236], [-1.364, 1.825, -0.865], [1.021, -2.648, -0.191], [-1.428, 1.795, 1.351], [0.305, -0.724, -0.914], [0.440, -0.655, -0.144], [0.583, 0.101, 0.306], [-0.194, 0.113, -0.462], [0.066, 0.216, 0.128], [0.177, -0.102, -0.223], [0.250, 0.525, -0.062], [-0.592, 0.542, -0.300], [0.036, 0.068, -0.118], [0.639, 0.119, -0.064], [0.380, -0.153, 0.705], [0.350, -0.564, -0.127], [-0.293, -0.114, 0.328], [0.986, -0.097, -0.286], [-0.476, 0.731, -0.272], [-0.294, 0.079, -0.384], [0.021, -0.076, -0.789], [0.806, -0.572, 1.136], [-0.425, 0.616, -0.668], [0.933, -1.239, 0.082], [0.238, 0.331, 0.314], [-0.516, -0.309, -0.960], [2.024, -0.263, 0.070], [-2.439, -1.129, 0.394], [2.761, 0.470, 0.026], [-0.013, -0.122, -0.788], [-0.746, 0.656, -0.306], [-0.015, 0.293, -0.150], [-0.621, -0.203, -0.292], [0.183, 0.692, 0.113], [-0.607, -0.892, -0.173], [0.617, 0.942, 1.282], [-0.658, -0.110, 0.467], [-0.413, -0.274, -0.327], [0.376, 0.282, 0.380], [-0.073, 0.063, 0.210], [-0.162, 0.387, -0.053], [-0.635, 0.026, -0.395], [-1.223, 0.248, -0.236], [0.543, 0.080, 0.661], [0.030, -0.533, -0.531], [1.086, 0.147, -1.140], [-1.295, -0.667, -0.128], [-2.815, -0.261, 1.342], [1.073, 1.803, 0.016], [-0.307, -0.526, -2.699], [0.482, 2.287, 1.131], [-0.388, 0.058, 0.372], [-0.351, 0.011, -1.518], [0.128, 0.012, -0.090], [-0.169, -0.100, 0.293], [0.460, 0.401, -0.040], [1.313, 0.082, 0.229], [0.474, 0.279, -0.386], [0.559, -0.159, 0.626], [-0.413, -0.483, 0.076], [-0.052, -0.348, 1.171], [0.595, 0.116, 0.153], [-0.122, -0.486, -0.261], [-0.428, -0.279, 0.056], [0.298, -0.831, 0.093], [-0.030, -0.622, 0.403], [0.320, -0.190, 0.356], [-0.366, 0.302, 0.195], [-0.060, -0.130, -0.187], [-0.051, -0.031, 0.290], [0.092, 0.246, -0.092], [-0.279, -0.720, -0.536], [0.348, 0.671, 0.509], [-0.167, 0.031, 0.402], [0.060, -0.060, -0.151], [-0.228, -0.187, -0.013], [-0.102, 0.373, 0.244], [0.356, -0.486, 0.694], [0.472, 0.381, -0.726], [0.138, -0.476, 0.155], [0.445, 0.118, 0.354], [-0.150, -0.182, -0.095], [-0.128, 0.012, -0.105], [0.657, -0.122, 0.676], [-0.532, -0.017, -0.429], [-0.176, 0.243, -0.226], [-1.144, 0.741, -0.305], [-0.053, 0.100, -0.223], [0.356, -0.387, 0.236]], "mulliken_charge": [0.40, -0.85, -0.03, 1.25, 0.17, -0.17, -0.55, -0.04, 0.23, -0.59, -0.44, -0.21, 0.16, 0.15, 0.21, 0.15, 0.60, -0.78, 0.38, -0.22, -0.30, -0.05, 0.21, 0.06, -0.48, -0.31, -1.14, 0.63, 0.24, -0.51, -0.47, -0.34, -0.77, 0.42, 0.33, -0.15, 0.15, 0.42, -0.44, 0.47, -0.11, 0.56, 0.05, 0.36, 0.22, 0.31, 0.27, 0.32, -1.01, -0.36, -0.46, -0.68, -0.44, -0.93, -0.05, -0.39, -0.59, 0.56, 0.28, 0.32, 0.39, 0.21, 0.39, 0.47, 0.28, 0.36, 0.42, 0.01, 0.37, 0.23, 0.24, 0.31, -0.98, -0.27, -0.62, -0.31, -0.30, -1.03, -0.46, -0.25, -0.82, 0.20, 0.30, 0.48, 0.33, 0.41, 0.21, 0.22, 0.28, 0.35, 0.45, 0.48, 0.33, 0.32, 0.28, 0.31, -0.72, -0.27, -0.70, -0.58, -0.19, -0.29, -0.39, -0.20, -0.63, 0.23, 0.28, 0.28, 0.41, 0.38, 0.38, 0.31, 0.12, 0.03, 0.50, -0.10, 0.35, 0.38, 0.13, 0.09, -0.91, -0.13, -0.80, -0.60, 0.09, -0.95, -0.31, -0.44, -0.50, 0.35, 0.37, 0.23, 0.34, 0.47, 0.48, 0.26, -0.02, 0.33, 0.50, 0.35, 0.17, 0.29, 0.11, 0.35, -0.81, 0.03, -0.54, -0.86, -0.26, -0.81, -0.69, -0.36, -0.17, 0.47, 0.12, 0.12, 0.45, 0.29, 0.36, 0.42, 0.19, 0.60, 0.38, 0.32, 0.35, 0.23, 0.44, -0.26, -0.20, -0.50, -0.25, -0.91, -0.36, -0.74, -0.67, -0.31, -0.69, 0.20, 0.23, 0.24, 0.23, 0.38, 0.46, 0.42, 0.23, 0.42, 0.51, 0.36, 0.35, 0.28, 0.29, 0.23, -0.52, 0.26, 0.26, -0.71, 0.46, 0.15, -0.55, 0.29, 0.33, 0.64, -0.03, 0.01, -0.63, 0.38, 0.02, -0.23, 0.16, 0.06, -0.73, 0.31, 0.45], "energy_ha": -4310.21009, "homo_energy_ev": -8.2887}

[2]
{"formula": "CHNO2S", "method": "ωB97M-V/def2-TZVPD", "symbols": ["C", "N", "O", "O", "S", "H"], "coordinates": [[-1.175, 0.345, 0.321], [-0.731, -0.703, 0.637], [0.998, -0.643, 0.146], [1.319, 0.520, -0.284], [-1.120, 1.791, -0.297], [0.708, -1.310, -0.522]], "atomic_forces_ev_per_a": [[0.226, 1.064, -0.535], [-1.956, -2.159, 1.341], [0.705, 0.046, 0.982], [0.391, 0.394, -1.195], [0.301, 0.028, 0.041], [0.333, 0.626, -0.635]], "nbo_charge": [0.03, -0.36, -0.14, -0.26, 0.22, 0.50], "energy_ha": -641.87919, "homo_energy_ev": [-9.8229, -9.8371], "relative_energy_kcal_mol": 132.7}